Record 1
C15H23N6O2RuS3 | ωB97M-V with the def2-TZVPD basis set

Each line ends with the natural charge from an NBO analysis.
CARTESIAN COORDINATES (ANGSTROEM)
1 Ru 0.283 -0.433 0.182  0.574
2 C 0.352 -3.622 -0.143  -0.532
3 C -0.057 -3.251 -1.558  -0.551
4 S 0.273 -1.495 -1.933  0.509
5 C -1.281 -0.941 -2.687  -0.546
6 C -2.483 -1.030 -1.764  -0.542
7 S -2.154 -0.258 -0.137  0.462
8 C -2.859 -1.479 0.992  -0.545
9 C -2.112 -2.798 0.977  -0.551
10 S -0.326 -2.523 1.146  0.488
11 H 1.428 -3.550 0.005  0.284
12 H 0.044 -4.640 0.097  0.270
13 H -1.111 -3.457 -1.739  0.230
14 H 0.509 -3.852 -2.269  0.279
15 H -1.458 -1.516 -3.596  0.273
16 H -1.072 0.089 -2.984  0.259
17 H -2.775 -2.067 -1.609  0.231
18 H -3.338 -0.509 -2.194  0.274
19 H -3.914 -1.610 0.752  0.274
20 H -2.806 -1.018 1.981  0.253
21 H -2.287 -3.342 0.051  0.233
22 H -2.423 -3.439 1.801  0.277
23 N 2.934 1.929 -2.027  -0.306
24 C 2.541 0.846 -1.375  0.231
25 N 1.378 1.102 -0.783  -0.518
26 C 1.119 2.411 -1.133  0.300
27 N 2.046 2.930 -1.888  -0.203
28 C -0.050 3.142 -0.634  0.088
29 C -0.294 4.490 -0.884  0.062
30 N -1.342 5.096 -0.347  -0.321
31 C -2.144 4.373 0.425  0.028
32 C -1.916 3.020 0.651  -0.006
33 N -0.862 2.407 0.121  -0.442
34 H 3.785 2.070 -2.553  0.455
35 H 3.097 -0.078 -1.333  0.280
36 H 0.365 5.070 -1.519  0.238
37 H -2.993 4.875 0.873  0.230
38 H -2.605 2.439 1.253  0.207
39 N 0.467 0.456 2.116  -0.746
40 C 1.846 0.873 2.502  -0.216
41 C 2.765 -0.338 2.520  -0.545
42 C 3.086 -0.912 1.150  0.785
43 O 4.214 -1.073 0.774  -0.534
44 O 2.076 -1.232 0.320  -0.730
45 H -0.151 1.262 2.181  0.414
46 H 0.149 -0.187 2.840  0.394
47 H 1.814 1.340 3.486  0.229
48 H 2.183 1.622 1.787  0.213
49 H 2.333 -1.123 3.150  0.235
50 H 3.725 -0.072 2.958  0.278

Results
Relative energy (zero: lowest compared OMol25 entry of this formula, charge and spin) (kcal/mol): 0.00
<S²>: 0.755
Net charge: +2
Highest occupied orbital energy (spin up / spin down) (eV): -15.30 / -15.36
2S+1: 2
Lowest unoccupied orbital energy (spin up / spin down) (eV): -6.16 / -8.02


Record 2
C15H23NO2 | ωB97M-V with the def2-TZVPD basis set

Each line ends with the natural charge from an NBO analysis.
CARTESIAN COORDINATES (ANGSTROEM)
1 C -5.316 -2.075 -0.460  -0.624
2 C -3.807 -1.627 -0.915  -0.378
3 C -3.247 -0.532 0.078  -0.420
4 C -1.945 -0.191 -0.299  -0.428
5 C -1.464 0.646 0.945  -0.265
6 C -2.119 1.913 0.969  -0.426
7 C -2.416 3.008 -0.349  -0.575
8 C 0.061 1.042 0.261  0.739
9 O 0.425 2.062 -0.239  -0.579
10 N 0.919 -0.090 0.674  -0.632
11 C 2.187 -0.028 0.453  0.203
12 C 2.758 -1.461 0.950  -0.289
13 C 4.164 -1.667 0.468  -0.146
14 C 4.995 -0.614 0.020  -0.187
15 C 6.535 -0.817 -0.337  -0.503
16 C 4.401 0.322 -0.518  0.381
17 O 5.156 1.554 -0.951  -0.731
18 C 2.926 0.835 -0.284  -0.366
19 H -5.762 -2.739 -1.262  0.214
20 H -6.163 -1.099 -0.411  0.195
21 H -5.289 -2.636 0.591  0.208
22 H -3.951 -1.145 -2.071  0.205
23 H -3.302 -2.466 -0.702  0.191
24 H -4.110 0.169 0.168  0.215
25 H -3.339 -0.890 1.130  0.192
26 H -2.000 0.174 -1.388  0.238
27 H -1.418 -1.127 -0.340  0.203
28 H -1.397 0.125 1.722  0.197
29 H -1.541 2.715 1.473  0.219
30 H -3.023 1.936 1.538  0.204
31 H -3.252 2.267 -0.813  0.184
32 H -1.513 2.965 -0.822  0.221
33 H -2.870 3.928 -0.126  0.213
34 H 0.522 -0.809 1.127  0.393
35 H 2.265 -2.351 1.357  0.222
36 H 4.577 -2.642 0.984  0.210
37 H 6.608 -0.804 -1.223  0.184
38 H 6.972 -0.158 0.132  0.197
39 H 6.626 -1.805 0.242  0.191
40 H 4.562 2.265 -1.044  0.471
41 H 2.583 1.844 -0.727  0.259

Results
Relative energy (zero: lowest compared OMol25 entry of this formula, charge and spin) (kcal/mol): 281.32
SMILES: CCCC[C@H](CC)C(=O)Nc1ccc(C)c(O)c1
Highest occupied orbital energy (eV): -8.19
Lowest unoccupied orbital energy (eV): 0.58


Record 3
C15H24AsMnN6O4 | ωB97M-V with the def2-TZVPD basis set

Each line ends with the natural charge from an NBO analysis.
CARTESIAN COORDINATES (ANGSTROEM)
1 Mn 0.504 0.780 1.009  1.459
2 N 3.641 1.065 0.056  -0.646
3 N 3.823 2.451 -0.040  -0.381
4 C 2.870 3.271 0.399  0.651
5 N 2.998 4.583 0.354  -0.728
6 N 1.758 2.638 0.842  -0.535
7 N 0.792 3.234 1.502  0.645
8 O -0.128 2.408 1.764  -0.498
9 O 0.769 4.393 1.807  -0.290
10 H 4.281 0.668 0.744  0.389
11 H 3.819 0.629 -0.846  0.392
12 H 4.671 2.840 -0.445  0.415
13 H 3.844 5.029 0.029  0.437
14 H 2.266 5.184 0.726  0.458
15 C -3.034 0.278 1.983  -0.622
16 C -2.930 1.152 0.736  -0.697
17 As -1.448 0.524 -0.408  1.011
18 C -1.665 1.589 -2.069  -0.661
19 C -1.848 3.074 -1.766  -0.619
20 C -2.010 -1.309 -0.932  -0.671
21 C -3.482 -1.386 -1.332  -0.626
22 H -3.793 0.670 2.659  0.256
23 H -2.076 0.267 2.523  0.197
24 H -3.313 -0.747 1.734  0.220
25 H -2.702 2.182 1.022  0.248
26 H -3.864 1.150 0.160  0.255
27 H -2.537 1.187 -2.600  0.254
28 H -0.784 1.410 -2.695  0.252
29 H -2.774 3.246 -1.215  0.225
30 H -1.903 3.645 -2.693  0.254
31 H -1.011 3.460 -1.179  0.188
32 H -1.812 -1.964 -0.074  0.236
33 H -1.376 -1.634 -1.760  0.260
34 H -4.136 -1.034 -0.534  0.215
35 H -3.746 -2.420 -1.548  0.256
36 H -3.681 -0.815 -2.238  0.221
37 O 1.057 -1.146 -2.026  -0.528
38 C 1.224 -1.592 -0.920  0.660
39 N 1.134 -0.781 0.216  -0.723
40 C 1.127 -1.550 1.350  0.674
41 O 0.863 -0.940 2.398  -0.633
42 C 1.320 -2.945 0.986  -0.190
43 C 1.333 -4.107 1.735  -0.119
44 C 1.457 -5.311 1.046  -0.170
45 C 1.572 -5.347 -0.336  -0.145
46 C 1.543 -4.174 -1.096  -0.172
47 C 1.413 -2.978 -0.426  -0.069
48 H 1.236 -4.074 2.807  0.248
49 H 1.461 -6.240 1.597  0.248
50 H 1.676 -6.300 -0.835  0.248
51 H 1.602 -4.214 -2.172  0.251

Results
Relative energy (zero: lowest compared OMol25 entry of this formula, charge and spin) (kcal/mol): 14.44
<S²>: 6.160
Net charge: +2
Highest occupied orbital energy (spin up / spin down) (eV): -15.23 / -15.28
2S+1: 5
Lowest unoccupied orbital energy (spin up / spin down) (eV): -8.24 / -7.35


Record 4
C15H24Cl2NO2PTc | ωB97M-V with the def2-TZVPD basis set

Each line ends with the natural charge from an NBO analysis.
CARTESIAN COORDINATES (ANGSTROEM)
1 C -2.669 0.556 -3.066  -0.101
2 C -2.417 -0.675 -2.457  -0.208
3 C -1.616 -0.770 -1.307  0.094
4 C -1.090 0.412 -0.755  -0.180
5 C -1.342 1.647 -1.375  -0.037
6 C -2.148 1.721 -2.508  -0.191
7 C -1.454 -2.114 -0.655  -0.490
8 C -0.051 -2.669 -0.359  -0.238
9 N 1.021 -1.676 -0.218  -0.329
10 Tc 0.161 0.413 0.965  1.002
11 C -0.678 2.860 -0.792  -0.700
12 P 0.885 2.229 -0.005  1.053
13 H -2.840 -1.590 -2.871  0.251
14 H -2.337 2.704 -2.953  0.252
15 H -3.275 0.603 -3.969  0.260
16 H -1.273 3.331 0.005  0.271
17 H -0.421 3.622 -1.541  0.278
18 H -2.018 -2.138 0.292  0.263
19 H -1.925 -2.862 -1.307  0.257
20 H -0.100 -3.238 0.579  0.253
21 C 1.537 3.599 0.958  -0.956
22 C 1.984 2.206 -1.457  -0.924
23 H 0.266 -3.353 -1.163  0.229
24 C 1.580 -1.301 -1.524  -0.431
25 C 2.100 -2.180 0.645  -0.434
26 H 0.375 1.531 2.307  0.115
27 H 2.024 -2.196 -1.982  0.236
28 H 0.786 -0.905 -2.170  0.230
29 H 2.349 -0.537 -1.383  0.213
30 H 2.670 -2.945 0.102  0.244
31 H 2.749 -1.348 0.929  0.212
32 H 1.657 -2.617 1.551  0.244
33 H 2.081 3.229 -1.843  0.280
34 H 2.967 1.833 -1.143  0.263
35 H 1.585 1.559 -2.246  0.266
36 H 1.646 4.484 0.318  0.286
37 H 0.867 3.814 1.798  0.266
38 H 2.520 3.301 1.347  0.272
39 H 1.114 1.200 2.230  0.145
40 Cl -2.800 -1.607 4.811  0.071
41 C -1.245 -2.149 4.193  -0.333
42 Cl -1.355 -3.597 3.158  0.002
43 C -0.584 -0.933 3.480  0.764
44 O -0.197 -0.003 4.167  -0.571
45 O -0.491 -1.054 2.181  -0.718
46 H -0.597 -2.398 5.037  0.266

Results
Relative energy (zero: lowest compared OMol25 entry of this formula, charge and spin) (kcal/mol): 14.85
<S²>: 3.846
Net charge: +2
Highest occupied orbital energy (spin up / spin down) (eV): -15.86 / -15.87
2S+1: 4
Lowest unoccupied orbital energy (spin up / spin down) (eV): -10.22 / -10.32


Record 5
C15H24CsN4S | ωB97M-V with the def2-TZVPD basis set

Each line ends with the natural charge from an NBO analysis.
CARTESIAN COORDINATES (ANGSTROEM)
1 Cs -0.040 1.134 -0.214  0.947
2 C 2.525 -3.133 1.247  -0.637
3 C 2.258 -2.444 -0.036  -0.003
4 C 2.929 -1.268 -0.303  -0.201
5 C 2.585 -0.503 -1.429  -0.023
6 C 3.376 0.717 -1.733  -0.651
7 C 1.608 -0.936 -2.297  -0.275
8 C 0.918 -2.130 -2.010  0.006
9 C -0.053 -2.595 -3.043  -0.644
10 C 1.255 -2.880 -0.881  -0.243
11 H 3.103 -2.501 1.926  0.217
12 H 3.077 -4.079 1.143  0.237
13 H 1.598 -3.375 1.808  0.212
14 H 3.745 -0.930 0.324  0.210
15 H 3.596 1.287 -0.813  0.218
16 H 2.852 1.392 -2.432  0.217
17 H 4.384 0.422 -2.158  0.246
18 H 1.439 -0.453 -3.253  0.219
19 H 0.409 -3.297 -3.783  0.242
20 H -0.444 -1.759 -3.696  0.219
21 H -0.928 -3.106 -2.534  0.220
22 H 0.720 -3.817 -0.762  0.219
23 N -3.138 1.766 -0.221  -0.893
24 C -3.399 3.121 -0.738  -0.232
25 C -2.623 3.442 -2.073  -0.225
26 N -1.192 3.719 -1.864  -0.880
27 H -3.721 1.138 -0.797  0.364
28 H -3.306 1.581 0.779  0.387
29 H -3.121 3.862 0.029  0.198
30 H -4.473 3.324 -0.888  0.189
31 H -3.164 4.243 -2.572  0.187
32 H -2.700 2.565 -2.730  0.184
33 H -1.031 4.474 -1.178  0.370
34 H -0.788 4.015 -2.774  0.375
35 S -0.144 2.757 3.049  -0.250
36 C -0.587 1.123 3.240  0.248
37 N -0.174 0.495 4.352  -0.529
38 C -0.499 -0.830 4.642  0.107
39 C -1.084 -1.614 3.704  -0.348
40 C -1.417 -0.952 2.477  0.152
41 N -1.212 0.362 2.307  -0.541
42 H 0.286 1.119 5.023  0.455
43 H -0.276 -1.222 5.661  0.249
44 H -1.322 -2.700 3.856  0.263
45 H -1.827 -1.536 1.645  0.215

Results
Relative energy (zero: lowest compared OMol25 entry of this formula, charge and spin) (kcal/mol): 8.58
Net charge: +1
Highest occupied orbital energy (eV): -11.36
Lowest unoccupied orbital energy (eV): -3.59


Record 6
C15H24CuO8S | ωB97M-V with the def2-TZVPD basis set

Each line ends with the natural charge from an NBO analysis.
CARTESIAN COORDINATES (ANGSTROEM)
1 Cu 7.516 7.192 15.212  1.103
2 C 9.617 7.703 19.349  -0.252
3 O 8.725 7.299 18.267  -0.550
4 C 7.512 6.772 18.733  -0.111
5 C 6.340 7.631 18.208  -0.067
6 O 6.058 7.397 16.784  -0.612
7 C 4.963 6.473 16.523  -0.087
8 C 5.484 5.149 15.987  -0.119
9 O 6.863 5.070 16.256  -0.575
10 C 7.305 3.776 15.904  -0.260
11 H 9.175 8.627 19.798  0.167
12 H 9.643 6.960 20.168  0.178
13 H 10.597 7.984 18.944  0.209
14 H 7.377 5.713 18.373  0.217
15 H 7.345 6.763 19.817  0.178
16 H 5.412 7.391 18.740  0.179
17 H 6.593 8.674 18.246  0.203
18 H 4.364 6.292 17.435  0.180
19 H 4.309 6.963 15.831  0.204
20 H 4.978 4.270 16.480  0.177
21 H 5.270 5.061 14.906  0.219
22 H 6.805 3.475 14.970  0.197
23 H 8.364 3.850 15.729  0.227
24 H 7.065 2.993 16.708  0.160
25 C 9.530 6.096 6.959  -0.634
26 C 8.865 6.166 8.323  -0.007
27 C 7.745 5.363 8.661  -0.208
28 C 7.276 5.195 9.954  -0.192
29 C 7.900 5.923 10.913  -0.331
30 C 8.977 6.858 10.652  -0.169
31 C 9.384 6.980 9.319  -0.209
32 S 7.443 5.559 12.599  2.362
33 O 8.588 4.916 13.235  -0.971
34 O 6.150 4.874 12.552  -0.984
35 O 7.195 6.964 13.231  -1.107
36 H 9.275 5.178 6.424  0.220
37 H 10.632 6.076 7.028  0.220
38 H 9.331 6.998 6.371  0.222
39 H 7.338 4.722 7.865  0.205
40 H 6.423 4.534 10.152  0.254
41 H 9.493 7.432 11.440  0.243
42 H 10.145 7.679 9.078  0.206
43 C 11.048 5.307 15.735  -0.277
44 O 9.668 5.706 15.889  -0.538
45 C 9.417 6.979 15.426  0.530
46 O 10.230 7.815 15.153  -0.581
47 H 11.556 6.034 15.106  0.209
48 H 11.179 4.322 15.308  0.196
49 H 11.520 5.232 16.736  0.178

Results
Relative energy (zero: lowest compared OMol25 entry of this formula, charge and spin) (kcal/mol): 3.93
<S²>: 0.754
Highest occupied orbital energy (spin up / spin down) (eV): -8.58 / -8.64
2S+1: 2
Lowest unoccupied orbital energy (spin up / spin down) (eV): 0.59 / -1.02